DFT (wB97M-V/def2-TZVPD) results for a structure of composition C8H25NO15OsP4.

Each line ends with the Löwdin charge.
Element x y z (Å)
Os -0.18 0.64 0.08  1.77
C -1.17 1.99 2.75  0.00
O -0.78 2.27 1.36  -0.32
C -1.74 3.20 0.81  -0.14
C -1.32 3.33 -0.60  -0.14
O -1.44 2.04 -1.19  -0.32
C -2.78 1.72 -1.65  0.00
H -1.27 2.96 3.22  0.12
H -0.38 1.42 3.21  0.08
H -2.11 1.45 2.77  0.10
H -1.70 4.15 1.33  0.16
H -2.74 2.77 0.94  0.14
H -0.25 3.56 -0.64  0.15
H -1.86 4.10 -1.15  0.16
H -2.96 2.31 -2.55  0.12
H -3.52 1.96 -0.89  0.11
H -2.81 0.67 -1.88  0.08
N 1.76 -2.81 1.61  0.17
C 1.02 -1.80 2.45  -0.45
C 1.13 -2.23 3.92  -0.06
P 2.03 -0.22 2.20  0.42
O 2.09 0.38 3.65  -0.09
O 3.31 -0.65 1.61  -0.24
O 1.19 0.84 1.41  -0.41
P -0.76 -1.80 1.88  0.40
O -1.57 -2.17 3.17  -0.07
O -0.92 -2.78 0.77  -0.28
O -1.15 -0.34 1.57  -0.42
H 2.76 -2.54 1.60  0.14
H 1.44 -2.74 0.63  0.11
H 1.62 -3.76 1.95  0.18
H 2.18 -2.33 4.21  0.10
H 0.63 -3.19 4.08  0.10
H 0.67 -1.50 4.58  0.10
H 2.97 0.66 3.94  0.13
H -2.42 -2.60 3.02  0.12
C -0.38 -0.75 -4.35  -0.03
C 0.67 -0.79 -3.24  -0.56
O 1.82 -1.57 -3.55  -0.03
P 1.38 0.90 -2.85  0.55
O 0.82 1.87 -3.95  -0.04
O 2.91 0.90 -3.12  -0.03
O 1.06 1.35 -1.46  -0.36
P -0.03 -1.41 -1.67  0.44
O -0.59 -2.81 -2.02  -0.04
O 1.02 -1.21 -0.58  -0.33
O -1.16 -0.43 -1.27  -0.39
H 0.07 -0.37 -5.26  0.11
H -1.22 -0.11 -4.08  0.09
H -0.76 -1.76 -4.52  0.10
H 1.55 -2.34 -4.06  0.13
H 1.43 2.49 -4.36  0.13
H 3.47 0.32 -2.60  0.13
H -1.03 -3.23 -1.25  0.11

Results
Kohn-Sham gap (spin up / spin down), eV: 7.73 / 7.81
ΔE to the lowest compared entry with this formula, charge and spin, kcal per mole: 0.00
Net charge: +2
Strongest force on any atom, eV Å⁻¹: 1.3
LUMO energy (spin up / spin down), eV: -7.52 / -7.56
Multiplicity: 1